[1]
A cluster of 2 separate species, C7H10N2O in total, computed with wB97M-V/def2-TZVPD.

Computed properties:
ΔE to the lowest compared entry with this formula, charge and spin ... 20.2 kcal/mol
SMILES ... c1cncnc1.CC(C)=O
Total energy ... -457.47664 Ha
HOMO ... -9.8 eV

```
! wB97M-V def2-TZVPD RIJCOSX def2/J DEFGRID3
* xyz 0 1
C 0.743 0.203 -1.959
C 0.409 -1.026 -1.401
N -0.863 -1.429 -1.274
C -1.791 -0.573 -1.720
N -1.587 0.630 -2.272
C -0.306 1.008 -2.387
H 1.789 0.523 -2.058
H 1.181 -1.718 -1.039
H -2.836 -0.893 -1.621
H -0.125 1.993 -2.838
C 0.524 -1.069 2.308
C 0.944 0.244 1.688
C -0.150 1.267 1.491
O 2.100 0.465 1.365
H 1.391 -1.745 2.402
H -0.239 -1.561 1.682
H 0.100 -0.899 3.312
H -0.932 0.867 0.824
H -0.612 1.526 2.459
H 0.260 2.187 1.040
*
```

[2]
A cluster of 6 separate species, C26H55BNO13S5 in total in a non-equilibrium geometry, computed with wB97M-V/def2-TZVPD.

Computed properties:
ΔE to the lowest compared entry with this formula, charge and spin ... 0.0 kcal/mol
Total energy ... -4072.37312 Ha
HOMO ... -2.7 eV

```
! wB97M-V def2-TZVPD RIJCOSX def2/J DEFGRID3
* xyz -1 1
C -2.930 -3.215 3.613
O -2.261 -4.365 4.080
C -0.880 -4.120 4.319
C -0.609 -3.291 5.598
C 0.305 -2.064 5.412
C 0.078 -1.186 4.146
N 0.598 0.142 4.344
B 0.620 1.032 3.266
O 0.168 2.397 3.378
O 1.098 0.761 1.921
C 0.104 0.736 0.945
H -2.517 -2.873 2.642
H -2.859 -2.368 4.327
H -3.992 -3.482 3.482
H -0.447 -5.132 4.411
H -0.432 -3.640 3.429
H -1.582 -3.011 6.046
H -0.124 -3.962 6.338
H 1.357 -2.402 5.398
H 0.203 -1.388 6.284
H -1.018 -1.189 3.901
H 0.582 -1.711 3.288
H -0.273 2.390 4.196
H -0.255 -0.298 0.766
H -0.756 1.344 1.261
H 0.488 1.150 -0.009
C 6.719 -2.676 6.354
C 6.733 -4.059 5.688
C 5.289 -4.571 5.672
S 4.237 -3.102 5.623
O 3.495 -3.057 6.856
O 3.589 -3.034 4.343
C 5.570 -1.910 5.711
H 7.666 -2.153 6.223
H 6.538 -2.781 7.427
H 7.104 -3.965 4.665
H 7.389 -4.754 6.213
H 5.057 -5.177 4.799
H 5.035 -5.114 6.581
H 5.219 -1.051 6.279
H 5.799 -1.611 4.688
C 1.750 -2.408 -2.785
C 0.873 -2.961 -3.921
C -0.513 -2.320 -3.785
S -0.241 -0.724 -2.996
O -0.870 -0.728 -1.702
O -0.526 0.350 -3.922
C 1.520 -0.904 -2.789
H 2.803 -2.643 -2.936
H 1.444 -2.832 -1.825
H 1.311 -2.684 -4.883
H 0.803 -4.048 -3.887
H -1.007 -2.145 -4.739
H -1.168 -2.886 -3.125
H 1.805 -0.394 -1.871
H 1.974 -0.433 -3.656
C 2.551 2.920 -7.872
C 1.745 3.753 -6.868
C 1.219 2.796 -5.794
S 2.398 1.444 -5.713
O 1.767 0.221 -6.149
O 3.127 1.473 -4.468
C 3.458 2.021 -7.040
H 3.129 3.546 -8.551
H 1.877 2.305 -8.473
H 2.393 4.502 -6.408
H 0.923 4.282 -7.349
H 1.157 3.256 -4.809
H 0.258 2.358 -6.058
H 3.847 1.156 -7.572
H 4.271 2.583 -6.582
C -2.515 3.209 -4.310
C -2.392 2.656 -2.888
C -1.501 3.623 -2.094
S -1.716 5.235 -2.860
O -0.460 5.636 -3.462
O -2.407 6.148 -1.985
C -2.817 4.694 -4.165
H -3.291 2.693 -4.875
H -1.570 3.078 -4.844
H -3.377 2.612 -2.423
H -1.971 1.654 -2.891
H -1.779 3.703 -1.044
H -0.443 3.377 -2.176
H -2.612 5.286 -5.055
H -3.836 4.868 -3.820
C -4.650 1.444 2.005
C -6.141 1.071 1.962
C -6.703 1.571 0.623
S -5.310 1.554 -0.518
O -5.041 2.919 -0.911
O -5.517 0.544 -1.528
C -4.080 1.029 0.656
H -4.122 0.948 2.819
H -4.535 2.521 2.140
H -6.247 -0.015 2.024
H -6.689 1.503 2.800
H -7.484 0.934 0.214
H -7.053 2.600 0.681
H -3.139 1.502 0.402
H -3.989 -0.054 0.567
*
```

[3]
A structure of composition C4H5NO in a non-equilibrium geometry, computed with wB97M-V/def2-TZVPD.

Computed properties:
ΔE to the lowest compared entry with this formula, charge and spin ... 92.5 kcal/mol
Total energy ... -285.26714 Ha
HOMO ... -9.1 eV

```
! wB97M-V def2-TZVPD RIJCOSX def2/J DEFGRID3
* xyz 0 1
C 0.676 0.644 1.464
C 0.364 -0.944 -0.557
C -0.541 0.052 -0.659
O -0.515 1.141 0.081
C -1.590 -0.042 -1.653
N -2.419 -0.142 -2.455
H 0.823 1.676 1.649
H 1.629 0.106 1.429
H -0.045 0.123 2.059
H 0.226 -1.907 -1.006
H 1.392 -0.708 -0.351
*
```

[4]
A structure of composition C5H7N3 in a non-equilibrium geometry, computed with wB97M-V/def2-TZVPD.

Computed properties:
ΔE to the lowest compared entry with this formula, charge and spin ... 195.5 kcal/mol
Total energy ... -358.70689 Ha
HOMO ... -8.8 eV

```
! wB97M-V def2-TZVPD RIJCOSX def2/J DEFGRID3
* xyz 0 1
C 1.107 -0.261 1.697
C -0.995 -0.344 0.378
C -2.036 -0.805 1.076
C -1.272 0.320 -0.780
C 0.872 0.245 -0.747
H 2.030 0.897 1.550
H 1.913 -1.617 1.482
H -0.030 -0.147 2.534
H -3.176 -0.477 0.670
H -2.133 -1.793 1.956
H -2.393 0.604 -0.920
H 2.099 0.820 -1.928
N 0.404 -0.220 0.418
N -0.240 0.715 -1.539
N 2.068 0.473 -1.034
*
```